[1]
{
  "formula": "C52H84BN12O8",
  "method": "ωB97M-V with the def2-TZVPD basis set",
  "charge": -1,
  "lumo_energy_ev": 1.5,
  "de_lowest_kcal_mol": 10.47,
  "species": ["O", "C", "O", "B", "O", "C", "O", "O", "C", "O", "C", "O", "O", "C", "C", "C", "C", "N", "H", "H", "H", "H", "H", "H", "H", "C", "C", "C", "C", "N", "H", "H", "H", "H", "H", "H", "H", "C", "C", "C", "C", "N", "H", "H", "H", "H", "H", "H", "H", "C", "C", "C", "C", "N", "H", "H", "H", "H", "H", "H", "H", "C", "C", "C", "C", "N", "H", "H", "H", "H", "H", "H", "H", "C", "C", "C", "C", "N", "H", "H", "H", "H", "H", "H", "H", "C", "C", "C", "C", "N", "H", "H", "H", "H", "H", "H", "H", "C", "C", "C", "C", "N", "H", "H", "H", "H", "H", "H", "H", "C", "C", "C", "C", "N", "H", "H", "H", "H", "H", "H", "H", "C", "C", "C", "C", "N", "H", "H", "H", "H", "H", "H", "H", "C", "C", "C", "C", "N", "H", "H", "H", "H", "H", "H", "H", "C", "C", "C", "C", "N", "H", "H", "H", "H", "H", "H", "H"],
  "xyz": [[1.00, -2.94, 2.65], [0.37, -2.15, 2.00], [0.79, -1.39, 1.02], [-0.28, -0.48, 0.62], [-1.42, -0.81, 1.52], [-1.06, -1.73, 2.39], [-1.65, -2.09, 3.36], [-0.59, -0.57, -0.80], [-0.47, 0.63, -1.36], [-0.56, 0.90, -2.51], [-0.02, 1.60, -0.29], [0.10, 0.95, 0.85], [0.20, 2.76, -0.47], [-1.50, 1.43, -6.90], [-0.49, 0.75, -5.98], [0.43, 1.74, -5.29], [1.49, 2.28, -6.17], [2.29, 2.73, -6.86], [-2.24, 0.76, -7.34], [-0.95, 1.94, -7.70], [-2.03, 2.22, -6.36], [0.01, -0.07, -6.52], [-1.01, 0.17, -5.21], [0.97, 1.37, -4.42], [-0.06, 2.66, -4.95], [2.94, 1.46, 3.81], [2.17, 2.67, 4.34], [1.37, 3.32, 3.20], [2.24, 3.84, 2.15], [2.89, 4.21, 1.29], [2.30, 0.76, 3.27], [3.35, 0.85, 4.62], [3.69, 1.68, 3.05], [2.85, 3.39, 4.80], [1.51, 2.29, 5.12], [0.76, 4.13, 3.59], [0.68, 2.62, 2.71], [1.29, 5.70, -4.61], [1.13, 5.25, -3.16], [2.27, 4.37, -2.62], [3.62, 4.83, -2.96], [4.69, 5.17, -3.22], [1.37, 4.80, -5.22], [2.23, 6.24, -4.76], [0.40, 6.23, -4.96], [0.20, 4.68, -3.05], [1.00, 6.12, -2.51], [2.13, 3.35, -3.00], [2.26, 4.35, -1.53], [3.85, -1.84, 3.39], [4.61, -2.91, 4.17], [3.68, -4.09, 4.44], [4.32, -5.16, 5.23], [4.79, -6.00, 5.86], [2.90, -1.55, 3.85], [3.54, -2.19, 2.40], [4.39, -0.91, 3.20], [4.93, -2.46, 5.12], [5.50, -3.21, 3.63], [3.37, -4.56, 3.50], [2.84, -3.71, 5.01], [-3.26, -2.22, -0.99], [-4.11, -1.15, -0.31], [-4.88, -1.59, 0.95], [-5.90, -2.60, 0.63], [-6.71, -3.39, 0.43], [-2.79, -1.76, -1.85], [-3.80, -3.10, -1.34], [-2.51, -2.63, -0.31], [-4.86, -0.75, -1.00], [-3.49, -0.30, -0.04], [-5.39, -0.73, 1.38], [-4.19, -2.03, 1.68], [-3.67, 0.72, -3.63], [-4.27, 1.81, -2.74], [-3.34, 3.01, -2.54], [-2.78, 3.60, -3.75], [-2.33, 4.13, -4.67], [-4.43, -0.04, -3.80], [-2.89, 0.24, -3.04], [-3.20, 1.12, -4.52], [-4.53, 1.45, -1.74], [-5.24, 2.11, -3.15], [-2.53, 2.74, -1.86], [-3.90, 3.83, -2.08], [-0.14, -7.39, 4.04], [0.25, -5.92, 4.27], [-0.87, -4.95, 4.68], [-1.77, -5.45, 5.72], [-2.45, -5.85, 6.55], [-0.58, -7.88, 4.90], [0.79, -7.88, 3.77], [-0.79, -7.48, 3.16], [0.74, -5.57, 3.36], [1.09, -5.86, 4.98], [-1.52, -4.75, 3.82], [-0.40, -4.04, 5.04], [4.90, 1.32, -1.64], [3.60, 1.33, -0.83], [3.49, 0.30, 0.32], [3.70, -1.02, -0.27], [3.87, -2.04, -0.79], [4.84, 2.11, -2.38], [5.10, 0.37, -2.13], [5.76, 1.53, -1.00], [2.79, 1.14, -1.54], [3.47, 2.31, -0.36], [2.51, 0.44, 0.77], [4.27, 0.44, 1.08], [-4.49, 1.01, 4.32], [-3.15, 0.67, 3.67], [-2.52, 1.83, 2.87], [-3.28, 2.17, 1.67], [-3.87, 2.48, 0.73], [-4.70, 0.31, 5.13], [-5.32, 1.01, 3.61], [-4.44, 2.00, 4.78], [-3.30, -0.19, 3.02], [-2.46, 0.36, 4.46], [-1.52, 1.54, 2.56], [-2.49, 2.71, 3.51], [-0.80, -6.30, -0.06], [-0.27, -4.87, -0.16], [1.27, -4.84, -0.12], [1.92, -5.64, 0.91], [2.49, -6.25, 1.71], [-0.72, -6.72, 0.94], [-0.23, -7.01, -0.66], [-1.85, -6.28, -0.36], [-0.65, -4.36, 0.72], [-0.56, -4.37, -1.09], [1.71, -3.84, -0.09], [1.63, -5.25, -1.07], [0.21, -2.33, -3.60], [1.44, -2.79, -2.84], [2.76, -2.44, -3.54], [2.91, -0.99, -3.79], [3.01, 0.14, -3.93], [0.07, -2.83, -4.56], [0.29, -1.28, -3.90], [-0.70, -2.41, -3.00], [1.41, -3.86, -2.60], [1.54, -2.27, -1.88], [2.78, -2.89, -4.53], [3.60, -2.76, -2.93], [-2.46, 6.30, 1.83], [-1.23, 5.69, 1.13], [-1.42, 5.55, -0.37], [-1.49, 6.85, -1.05], [-1.49, 7.85, -1.61], [-2.61, 7.35, 1.61], [-2.40, 6.08, 2.89], [-3.36, 5.76, 1.50], [-1.06, 4.71, 1.57], [-0.39, 6.36, 1.31], [-2.26, 4.92, -0.64], [-0.51, 5.09, -0.79]],
  "mulliken_charge": [-0.57, -0.17, -0.64, 0.20, 0.06, 0.60, -0.64, 0.05, 0.00, -0.01, 0.28, -0.75, -0.29, -1.48, 0.13, 2.65, -0.18, -0.62, 0.40, 0.41, 0.28, 0.49, -0.24, -1.22, -0.62, -0.58, -1.13, 1.21, 0.07, -0.57, -0.13, 0.51, 0.35, 0.38, 0.44, 0.48, -0.87, -1.40, 0.07, 2.22, -0.06, -0.62, 0.14, 0.45, 0.40, -0.35, 0.48, -0.59, -0.59, -0.35, -0.94, 0.77, -0.03, -0.52, 0.07, -0.06, 0.47, 0.37, 0.40, -0.32, 0.22, -0.72, 0.97, -0.26, 0.03, -0.52, -0.29, 0.71, -0.08, 0.86, -0.95, 0.29, 0.04, -0.41, -0.78, 1.15, -0.12, -0.65, 0.50, -0.40, 0.21, 0.27, 0.42, -0.91, 0.69, -1.46, 0.41, 0.40, 0.08, -0.52, 0.46, 0.40, 0.23, -0.32, 0.24, -0.07, 0.18, -1.80, 0.59, 1.67, -0.15, -0.71, 0.39, 0.35, 0.41, -0.65, 0.27, -0.98, 0.68, -1.61, 0.09, 1.52, 0.07, -0.57, 0.45, 0.29, 0.37, -0.48, 0.49, -1.26, 0.76, -1.49, 1.25, 0.67, -0.22, -0.64, 0.10, 0.37, 0.50, -0.53, 0.03, -0.63, 0.84, -0.61, 1.51, -1.31, 0.30, -0.45, 0.51, -0.40, -0.06, 0.44, -0.99, 0.57, 0.44, -1.58, 0.25, 1.72, 0.08, -0.60, 0.40, 0.42, 0.34, -0.40, 0.52, -0.19, -0.88]
}

***

[2]
{
  "formula": "C52H84FN4O20S3",
  "method": "ωB97M-V with the def2-TZVPD basis set",
  "charge": 1,
  "lumo_energy_ev": -3.8,
  "species": ["C", "C", "C", "C", "N", "C", "C", "C", "C", "C", "C", "N", "C", "N", "C", "C", "C", "N", "C", "C", "C", "F", "C", "C", "C", "C", "C", "O", "C", "O", "C", "S", "C", "S", "S", "C", "C", "C", "H", "H", "H", "H", "H", "H", "H", "H", "H", "H", "H", "H", "H", "H", "H", "H", "H", "H", "H", "H", "H", "H", "H", "H", "H", "H", "H", "H", "H", "H", "H", "H", "H", "H", "H", "H", "H", "H", "H", "H", "H", "H", "H", "H", "H", "H", "H", "H", "C", "C", "C", "O", "C", "O", "O", "H", "H", "H", "H", "H", "H", "C", "C", "C", "O", "C", "O", "O", "H", "H", "H", "H", "H", "H", "C", "C", "C", "O", "C", "O", "O", "H", "H", "H", "H", "H", "H", "C", "C", "C", "O", "C", "O", "O", "H", "H", "H", "H", "H", "H", "C", "C", "C", "O", "C", "O", "O", "H", "H", "H", "H", "H", "H", "C", "C", "C", "O", "C", "O", "O", "H", "H", "H", "H", "H", "H"],
  "xyz": [[6.76, 0.32, 1.63], [6.07, 1.66, 0.93], [6.68, 2.00, -0.55], [6.82, 0.70, -1.55], [5.48, 0.07, -1.94], [4.59, 1.05, -2.68], [3.20, 0.41, -3.27], [1.91, 0.82, -2.32], [0.53, 0.87, -3.23], [-0.72, 0.13, -2.45], [-1.11, -1.43, -2.84], [-0.23, -2.11, -3.88], [-2.40, -2.17, -2.07], [-2.67, -3.60, -2.53], [-3.38, -3.62, -3.71], [-5.05, -3.50, -3.80], [-2.65, -3.83, -5.20], [-3.23, -1.45, -0.99], [-4.34, -2.23, -0.33], [-3.81, -3.57, 0.51], [-3.67, -3.33, 2.12], [-4.86, -4.63, 0.30], [-2.91, 0.02, -0.63], [-3.79, 0.88, 0.50], [-3.26, 0.64, 2.03], [-4.19, 1.36, 3.20], [-5.57, 2.03, 2.62], [-6.44, 2.58, 3.66], [-7.75, 2.79, 3.03], [-7.92, 3.98, 2.38], [-1.65, 0.87, -1.32], [-1.23, 2.66, -0.91], [5.90, -1.10, -2.85], [6.21, -0.94, -4.53], [6.10, -2.84, -2.10], [7.86, -3.45, -2.39], [8.27, -4.74, -1.41], [8.70, -4.20, 0.11], [6.28, -0.64, 1.14], [6.66, 0.34, 2.80], [7.91, 0.35, 1.34], [6.32, 2.57, 1.65], [4.89, 1.56, 0.92], [7.75, 2.48, -0.40], [6.01, 2.87, -1.01], [7.33, 1.01, -2.56], [7.46, -0.17, -1.06], [4.27, 1.93, -1.95], [5.20, 1.59, -3.55], [3.18, -0.75, -3.37], [3.00, 0.95, -4.32], [1.79, -0.08, -1.54], [2.01, 1.87, -1.80], [0.17, 1.97, -3.45], [0.76, 0.32, -4.25], [-0.24, -3.12, -3.60], [-0.60, -1.97, -4.85], [-5.49, -4.25, -2.98], [-5.44, -3.73, -4.89], [-5.29, -2.41, -3.43], [-3.25, -4.61, -5.85], [-1.51, -4.09, -5.07], [-2.75, -2.77, -5.73], [-5.00, -1.63, 0.43], [-5.10, -2.67, -1.14], [-2.77, -3.96, 0.10], [-4.65, -3.01, 2.67], [-2.75, -2.63, 2.30], [-3.36, -4.39, 2.59], [-4.92, 0.55, 0.33], [-3.77, 2.04, 0.31], [-2.12, 0.90, 2.16], [-3.34, -0.53, 2.24], [-4.47, 0.51, 3.99], [-3.48, 2.11, 3.77], [-6.16, 1.16, 2.05], [-5.33, 2.88, 1.83], [-8.63, 2.02, 2.99], [-0.96, 2.83, 0.45], [8.62, -2.59, -2.15], [7.93, -3.80, -3.53], [9.22, -5.27, -1.86], [7.39, -5.53, -1.33], [9.56, -3.41, -0.04], [7.74, -3.74, 0.61], [9.14, -5.09, 0.77], [-3.41, -6.65, -11.25], [-3.16, -6.48, -9.77], [-4.37, -6.01, -9.01], [-3.80, -5.29, -7.93], [-2.58, -4.85, -8.35], [-1.90, -4.03, -7.75], [-2.23, -5.44, -9.53], [-3.47, -5.68, -11.76], [-2.58, -7.19, -11.71], [-4.33, -7.21, -11.44], [-2.77, -7.40, -9.34], [-4.98, -6.84, -8.64], [-5.01, -5.33, -9.58], [-8.59, 2.39, 6.64], [-10.07, 2.65, 6.83], [-10.46, 4.08, 6.57], [-11.58, 4.25, 7.41], [-11.44, 3.36, 8.44], [-12.13, 3.36, 9.45], [-10.44, 2.46, 8.18], [-8.00, 2.79, 7.47], [-8.40, 1.31, 6.63], [-8.22, 2.81, 5.70], [-10.66, 1.96, 6.21], [-10.73, 4.25, 5.53], [-9.69, 4.80, 6.87], [1.38, 7.64, 1.71], [1.10, 6.44, 0.82], [1.20, 5.13, 1.55], [1.58, 4.23, 0.52], [2.24, 4.97, -0.42], [2.88, 4.50, -1.34], [2.08, 6.31, -0.19], [2.45, 7.73, 1.92], [1.09, 8.56, 1.19], [0.83, 7.59, 2.65], [0.12, 6.55, 0.34], [0.24, 4.83, 1.99], [1.97, 5.12, 2.33], [5.58, -3.29, 4.34], [5.30, -4.49, 3.46], [5.40, -5.80, 4.19], [5.78, -6.70, 3.16], [6.44, -5.96, 2.22], [7.08, -6.43, 1.29], [6.28, -4.62, 2.45], [6.65, -3.20, 4.56], [5.29, -2.37, 3.83], [5.03, -3.35, 5.29], [4.32, -4.38, 2.98], [4.44, -6.11, 4.62], [6.17, -5.81, 4.97], [1.90, -2.63, 8.39], [2.40, -1.56, 7.44], [1.30, -0.85, 6.71], [1.93, -0.47, 5.50], [2.94, -1.36, 5.28], [3.56, -1.46, 4.24], [3.16, -2.13, 6.39], [1.56, -3.52, 7.85], [2.71, -2.96, 9.05], [1.08, -2.26, 9.02], [3.04, -0.85, 7.98], [0.94, 0.03, 7.25], [0.45, -1.49, 6.47], [0.60, 8.72, -4.95], [0.58, 8.96, -3.45], [0.69, 7.71, -2.64], [-0.01, 8.04, -1.45], [-0.91, 9.01, -1.79], [-1.81, 9.39, -1.07], [-0.67, 9.49, -3.05], [-0.35, 8.30, -5.30], [0.74, 9.67, -5.48], [1.42, 8.05, -5.24], [1.37, 9.68, -3.17], [1.73, 7.44, -2.42], [0.19, 6.84, -3.10]],
  "mulliken_charge": [-0.89, -0.21, -0.67, -0.49, 0.15, -0.32, -0.49, 0.24, -0.82, 0.00, -0.02, -0.44, -0.35, -0.36, 0.47, -0.81, -0.92, 0.36, -0.39, 0.45, -1.06, -0.37, 0.14, -0.90, 0.55, -0.72, -0.27, -0.29, 0.26, -0.50, -0.04, -0.18, -0.20, -0.15, -0.03, -0.46, -0.51, -0.63, 0.18, 0.33, 0.24, 0.34, 0.10, 0.38, 0.22, 0.46, 0.13, -0.10, 0.33, 0.28, 0.27, 0.24, -0.21, 0.40, 0.35, 0.43, 0.26, 0.30, 0.31, 0.24, 0.34, 0.32, 0.29, 0.35, -0.04, 0.21, 0.28, 0.27, 0.36, 0.33, 0.55, 0.31, -0.45, 0.26, 0.25, 0.27, 0.28, 0.36, 0.16, 0.25, 0.34, 0.32, 0.24, 0.38, -0.01, 0.26, -1.43, 0.49, -0.56, -0.31, 0.64, -0.54, -0.32, 0.36, 0.36, 0.36, 0.25, 0.34, 0.31, -1.29, 0.57, -0.47, -0.32, 0.60, -0.54, -0.35, 0.37, 0.36, 0.20, 0.24, 0.32, 0.32, -1.56, 0.74, -0.49, -0.19, 0.60, -0.56, -0.33, 0.35, 0.34, 0.38, 0.22, 0.33, 0.24, -1.30, 0.47, -0.47, -0.35, 0.52, -0.52, -0.13, 0.37, 0.26, 0.35, 0.21, 0.30, 0.32, -1.41, 0.43, -0.52, -0.30, 0.55, -0.51, -0.24, 0.35, 0.36, 0.37, 0.26, 0.32, 0.31, -1.46, 0.59, -0.60, -0.12, 0.45, -0.57, -0.35, 0.37, 0.36, 0.36, 0.28, 0.40, 0.24]
}

***

| no. | frontier orbital gap (hartree) |
| --- | --- |
| 1 | 0.3910 |
| 2 | 0.2105 |